1.
131
Properties=species:S:1:pos:R:3:lowdin_charge:R:1 method="wB97M-V/def2-TZVPD" charge=0 multiplicity=1 e_tot_ha=-6881.8101 homo_lumo_gap_ev=9.662
C 0.970 4.260 1.334 0.03
C 1.875 3.325 1.045 -0.16
C 3.349 3.452 1.306 -0.11
C 3.711 3.026 2.734 -0.35
N 3.920 4.129 3.586 0.00
C 3.970 3.813 5.012 -0.25
C 2.603 3.396 5.564 -0.07
O 4.849 2.070 2.677 0.00
C 4.517 0.869 3.192 -0.31
O 4.526 -0.176 2.553 0.06
H 1.072 4.976 2.133 0.07
H 0.118 4.354 0.688 0.03
H 1.563 2.380 0.628 0.09
H 3.864 2.778 0.639 0.11
H 3.646 4.473 1.126 0.12
H 2.861 2.473 3.114 0.13
H 4.711 4.686 3.293 0.13
H 4.286 4.709 5.526 0.11
H 4.745 3.073 5.208 0.10
H 2.582 2.329 5.735 0.06
H 1.852 3.635 4.824 0.07
H 2.404 3.924 6.483 0.07
H 4.188 0.890 4.244 0.14
C 5.616 -3.297 3.410 -0.04
C 4.647 -3.419 4.602 -0.44
C 5.246 -3.379 6.009 -0.30
F 6.086 -4.412 6.220 0.09
F 4.242 -3.473 6.915 0.09
F 3.887 -4.526 4.459 0.13
F 3.807 -2.349 4.532 0.10
O 5.983 -4.501 2.751 0.05
C 7.041 -5.267 3.167 -0.54
C 6.580 -6.665 3.583 -0.28
F 5.715 -6.583 4.616 0.09
F 7.649 -7.390 3.985 0.10
F 7.757 -4.671 4.140 0.15
F 7.866 -5.426 2.106 0.14
H 5.071 -2.742 2.650 0.12
H 6.484 -2.684 3.647 0.15
H 5.779 -2.439 6.177 0.17
H 6.095 -7.173 2.748 0.18
C 3.491 -1.513 -0.561 -0.03
C 2.906 -2.920 -0.321 -0.43
C 3.021 -3.939 -1.458 -0.30
F 2.349 -3.534 -2.553 0.10
F 2.479 -5.110 -1.051 0.10
F 1.621 -2.813 0.076 0.14
F 3.593 -3.459 0.726 0.10
O 2.572 -0.477 -0.897 0.04
C 2.187 -0.218 -2.188 -0.54
C 0.675 -0.394 -2.339 -0.28
F 0.304 -1.654 -2.055 0.11
F 0.296 -0.138 -3.621 0.08
F 2.872 -0.945 -3.089 0.16
F 2.455 1.085 -2.442 0.14
H 3.889 -1.194 0.401 0.12
H 4.345 -1.529 -1.236 0.15
H 4.069 -4.112 -1.718 0.17
H 0.144 0.287 -1.669 0.17
C 3.376 -8.944 5.879 -0.04
C 2.496 -9.074 7.134 -0.44
C 3.204 -9.201 8.485 -0.30
F 3.952 -10.320 8.545 0.10
F 2.269 -9.274 9.462 0.10
F 1.623 -10.091 6.975 0.13
F 1.765 -7.926 7.208 0.10
O 3.578 -10.111 5.096 0.05
C 4.597 -10.993 5.359 -0.54
C 4.056 -12.385 5.695 -0.29
F 3.285 -12.339 6.798 0.10
F 5.098 -13.214 5.938 0.10
F 5.433 -10.543 6.310 0.15
F 5.319 -11.119 4.220 0.14
H 2.825 -8.281 5.215 0.15
H 4.315 -8.432 6.092 0.14
H 3.838 -8.330 8.673 0.17
H 3.468 -12.775 4.861 0.18
C -4.298 3.415 -0.760 -0.03
C -2.963 4.009 -0.283 -0.40
C -2.978 5.356 0.441 -0.29
F -3.452 6.344 -0.342 0.11
F -1.693 5.654 0.757 0.08
F -2.104 4.068 -1.317 0.07
F -2.446 3.124 0.621 0.11
O -4.605 3.573 -2.133 0.03
C -5.254 4.674 -2.622 -0.49
C -4.393 5.438 -3.629 -0.29
F -3.270 5.889 -3.038 0.07
F -5.099 6.509 -4.073 0.11
F -5.706 5.478 -1.638 0.15
F -6.339 4.226 -3.303 0.14
H -4.182 2.339 -0.645 0.14
H -5.128 3.700 -0.113 0.15
H -3.574 5.307 1.356 0.17
H -4.131 4.795 -4.470 -0.08
C -1.143 3.902 -4.765 -0.01
C -1.825 3.454 -3.461 -0.36
C -2.404 2.040 -3.418 -0.26
F -3.383 1.874 -4.328 0.11
F -2.951 1.800 -2.197 0.08
F -2.772 4.357 -3.123 -0.03
F -0.867 3.486 -2.494 0.09
O -1.898 4.724 -5.641 0.06
C -2.730 4.198 -6.601 -0.51
C -4.183 4.627 -6.369 -0.20
F -4.621 4.183 -5.173 0.14
F -4.958 4.087 -7.334 0.11
F -2.615 2.861 -6.700 0.16
F -2.351 4.719 -7.789 0.16
H -0.326 4.546 -4.444 0.15
H -0.678 3.065 -5.287 0.15
H -1.625 1.294 -3.590 0.16
H -4.267 5.715 -6.400 0.20
C -9.596 3.230 -6.007 -0.03
C -8.074 3.358 -6.195 -0.43
C -7.456 4.746 -6.006 -0.24
F -7.931 5.622 -6.916 0.11
F -6.114 4.656 -6.191 0.00
F -7.723 2.858 -7.400 0.14
F -7.506 2.562 -5.249 0.11
O -10.405 3.201 -7.172 0.05
C -10.883 4.350 -7.754 -0.54
C -10.369 4.503 -9.188 -0.29
F -9.025 4.585 -9.203 0.10
F -10.871 5.644 -9.715 0.10
F -10.625 5.445 -7.015 0.15
F -12.228 4.230 -7.831 0.14
H -9.737 2.243 -5.570 0.15
H -9.973 3.940 -5.270 0.15
H -7.643 5.131 -5.004 0.17
H -10.684 3.652 -9.796 0.18


2.
6
Properties=species:S:1:pos:R:3:lowdin_charge:R:1 method="wB97M-V/def2-TZVPD" charge=-1 multiplicity=1 e_tot_ha=-703.8039 de_lowest_kj_mol=358.2 homo_lumo_gap_ev=8.326
N 0.893 0.085 -0.924 -0.22
O 0.658 -2.260 0.325 -0.62
O 1.281 -1.942 -2.069 -0.58
F 1.692 1.079 -0.061 -0.33
S 1.594 -1.618 -0.682 0.56
H -0.374 -0.082 -0.273 0.19


Q: What is the charge in the first record?
A: 0